(w)
The following is a DFT calculation (ωB97M-V with the def2-TZVPD basis set) of a cluster of 2 separate species, C4H15N2O in total.

Last column: natural (NBO) charge in e.
Element x y z (Å)
C: 0.19256 2.06131 0.47832  -0.67
C: 0.07830 0.59850 0.36609  0.01
C: 1.24170 -0.25843 0.83042  -0.45
C: 0.82953 -1.77379 1.14337  -0.22
N: 0.71004 -2.35367 -0.25934  -0.89
N: 0.09579 0.19474 -1.21481  -0.75
H: 1.22183 2.40754 0.26536  0.23
H: -0.54008 2.60706 -0.12091  0.24
H: -0.18562 2.45799 1.43530  0.27
H: -0.94100 0.23862 0.64102  0.23
H: 1.81037 0.13447 1.66613  0.24
H: 2.02383 -0.28518 0.06569  0.21
H: 1.70002 -2.16950 1.69064  0.22
H: -0.10707 -1.72643 1.70172  0.20
H: 1.34217 -3.15027 -0.40646  0.40
H: -0.21730 -2.72974 -0.34927  0.37
H: -0.74137 0.45231 -1.74376  0.45
H: 0.83706 0.75793 -1.60969  0.41
H: 0.46594 -0.77594 -1.48451  0.48
H: -3.03931 0.52150 -0.60866  0.53
H: -2.70604 2.23296 -0.87919  0.53
O: -2.56250 1.29377 -0.88376  -1.04

Gap between HOMO and LUMO = 10.9 eV
Spin multiplicity = 1
E_HOMO = -0.506 Ha
Net charge = +1
LUMO = -2.85 eV

---

(x)
The following is a DFT calculation (ωB97M-V with the def2-TZVPD basis set) of a cluster of 2 separate species, C4H15N2O in total.

Last column: natural (NBO) charge in e.
Element x y z (Å)
C: -1.70434 -0.14995 0.64201  -0.26
N: -1.56922 -1.13928 1.68435  -0.88
C: -0.61462 -0.24544 -0.40013  -0.02
N: 0.73760 -0.49113 0.30719  -0.69
C: 0.27532 0.60854 -2.63402  -0.61
C: -0.38423 0.95704 -1.31343  -0.44
H: -1.74637 0.87052 0.97990  0.21
H: -2.64962 -0.26191 0.10433  0.22
H: -1.49787 -0.79157 2.62045  0.40
H: -2.11155 -1.96461 1.50718  0.40
H: -0.68149 -1.13381 -1.03205  0.21
H: 0.75801 0.13388 1.11657  0.45
H: 0.82408 -1.40811 0.74198  0.46
H: 1.48204 -0.21629 -0.32388  0.43
H: -0.40008 0.06340 -3.25499  0.23
H: 1.18789 0.01452 -2.50234  0.19
H: 0.62713 1.48997 -3.16820  0.24
H: 0.07022 1.78826 -0.76301  0.22
H: -1.37984 1.36287 -1.49573  0.24
H: 2.74454 0.07180 3.13326  0.50
H: 3.46876 0.19505 1.84997  0.49
O: 2.56363 0.24627 2.20062  -0.98

Gap between HOMO and LUMO = 10.6 eV
Spin multiplicity = 1
E_HOMO = -0.496 Ha
Net charge = +1
LUMO = -2.95 eV

---

Order of stability, best first: (x), (w)

---

(w)
The following is a DFT calculation (ωB97M-V with the def2-TZVPD basis set) of a cluster of 2 separate species, C4H15N2O in total.

Last column: natural (NBO) charge in e.
Element x y z (Å)
C: -0.22165 1.92518 0.38404  -0.63
C: -0.54521 0.46015 -0.24238  0.00
C: -0.49399 -0.02113 -1.67465  -0.47
C: -0.84825 -1.65569 -1.82012  -0.25
N: 0.45151 -2.07993 -2.41523  -0.87
N: 0.63313 -0.43956 0.38221  -0.71
H: 0.61394 2.35267 -0.06385  0.23
H: -1.15989 2.47965 0.37132  0.25
H: -0.12428 1.90609 1.49278  0.23
H: -1.50595 0.13742 0.16607  0.22
H: -1.41661 0.46771 -2.20233  0.26
H: 0.53164 0.27418 -2.13268  0.24
H: -1.94779 -1.67520 -2.35498  0.23
H: -0.95649 -2.31786 -0.88676  0.19
H: 0.32373 -2.09992 -3.45724  0.39
H: 0.22648 -1.33422 0.29147  0.43
H: 0.68944 -3.09610 -2.21692  0.38
H: 1.41922 -0.40973 -0.32939  0.45
H: 0.90243 -0.32727 1.34180  0.44
H: 0.70403 2.20835 4.58430  0.46
H: 1.38396 1.73858 5.91215  0.49
O: 1.34058 1.50664 4.87037  -0.95

Gap between HOMO and LUMO = 10.6 eV
Spin multiplicity = 1
E_HOMO = -0.502 Ha
Net charge = +1
LUMO = -3.02 eV

---

(x)
The following is a DFT calculation (ωB97M-V with the def2-TZVPD basis set) of a cluster of 2 separate species, C4H15N2O in total.

Last column: natural (NBO) charge in e.
Element x y z (Å)
C: -0.30328 1.42063 -1.72682  -0.64
C: 0.31695 0.81954 -0.41974  -0.04
C: 0.49109 -0.71580 -0.65553  -0.44
C: 1.71350 -1.18378 0.24059  -0.25
N: 1.76561 -0.40052 1.48362  -0.89
N: -0.71251 0.87763 0.70714  -0.72
H: -0.32488 2.50481 -1.79566  0.23
H: 0.54366 1.18119 -2.39069  0.24
H: -1.14282 0.89667 -2.13150  0.23
H: 1.19606 1.43563 -0.17279  0.24
H: 0.54628 -1.00384 -1.71394  0.24
H: -0.32248 -1.30747 -0.20049  0.22
H: 1.75037 -2.25386 0.52050  0.22
H: 2.58285 -1.32010 -0.42830  0.21
H: 1.94375 -0.97267 2.30603  0.39
H: 2.55760 0.21494 1.34642  0.38
H: -1.42474 0.11793 0.69934  0.47
H: -0.18561 0.82714 1.59831  0.46
H: -1.14346 1.79734 0.68044  0.42
H: -3.41671 -0.41772 1.22502  0.48
H: -3.53555 -1.47024 0.11726  0.51
O: -2.89566 -1.04744 0.71080  -0.96

Gap between HOMO and LUMO = 10.8 eV
Spin multiplicity = 1
E_HOMO = -0.506 Ha
Net charge = +1
LUMO = -2.93 eV

---

Order of stability, best first: (x), (w)

---

(w)
The following is a DFT calculation (ωB97M-V with the def2-TZVPD basis set) of a cluster of 2 separate species, C4H15N2O in total.

Last column: natural (NBO) charge in e.
Element x y z (Å)
C: -0.90144 -2.73750 -0.13146  -0.61
C: 0.14495 -1.63420 0.08619  -0.04
C: -0.41478 -0.63090 1.15603  -0.44
C: 0.02359 0.79457 1.03068  -0.21
N: -0.61183 1.44381 -0.21698  -0.74
N: 0.36940 -0.92142 -1.16147  -0.87
H: -1.04803 -3.27118 0.80596  0.23
H: -0.42858 -3.45286 -0.80142  0.23
H: -1.83059 -2.26253 -0.43290  0.21
H: 1.05816 -2.05509 0.51841  0.19
H: -0.09016 -0.95909 2.13912  0.25
H: -1.50169 -0.67420 1.04806  0.21
H: -0.22903 1.44861 1.86290  0.23
H: 1.08939 0.97257 0.88286  0.21
H: -1.46028 1.95495 0.02067  0.43
H: -0.66287 0.60328 -0.85270  0.47
H: -0.00592 2.13539 -0.66130  0.46
H: 0.44611 -1.48904 -2.00115  0.40
H: 1.17948 -0.34179 -1.11651  0.37
H: 1.33141 4.11108 -1.30917  0.50
H: 2.12360 3.61101 -0.12944  0.50
O: 1.41911 3.35453 -0.73639  -0.97

Gap between HOMO and LUMO = 10.8 eV
Spin multiplicity = 1
E_HOMO = -0.503 Ha
Net charge = +1
LUMO = -2.88 eV

---

(x)
The following is a DFT calculation (ωB97M-V with the def2-TZVPD basis set) of a cluster of 3 separate species, C4H15N2O in total.

Last column: natural (NBO) charge in e.
Element x y z (Å)
C: -0.47441 -1.68062 1.13106  -0.53
C: -1.46527 -1.31027 0.06499  -0.41
C: -0.92065 -0.11793 -0.73582  -0.39
C: -0.57524 1.11113 0.20197  -0.26
N: -1.77590 1.54428 1.04990  -0.73
N: 2.74401 1.09984 -1.49152  -0.85
H: -0.62589 -1.07821 2.08086  0.27
H: -0.75840 -2.74226 1.42242  0.27
H: -2.36894 -0.80459 0.49728  0.30
H: -1.87762 -2.21669 -0.41374  0.25
H: 0.06194 -0.24337 -1.25747  0.25
H: -1.63911 0.17066 -1.49558  0.23
H: -0.29986 2.02335 -0.42522  0.26
H: 0.42241 1.03021 0.77913  0.23
H: -2.40378 2.12526 0.42280  0.38
H: -1.47646 2.30752 1.67990  0.38
H: 0.56512 -1.66537 0.89573  0.27
H: 3.41050 1.59523 -0.98942  0.38
H: 2.83001 1.19374 -2.49241  0.39
H: 2.48594 0.13175 -1.17628  0.39
H: 2.38808 -1.32591 0.47421  0.47
O: 1.75351 -1.14775 -0.22280  -0.56

Gap between HOMO and LUMO = 4.1 eV
Spin multiplicity = 1
E_HOMO = -0.507 Ha
Net charge = +1
LUMO = -9.70 eV

---

Order of stability, best first: (w), (x)

---

(w)
The following is a DFT calculation (ωB97M-V with the def2-TZVPD basis set) of an isolated molecule of C4H4.

Last column: natural (NBO) charge in e.
Element x y z (Å)
C: -2.24916 0.11800 -0.07618  -0.28
C: -1.13038 -0.23937 0.04060  -0.04
C: 0.54634 -0.58329 -0.11497  -0.18
C: 1.50770 0.32714 -0.07059  -0.37
H: -3.14083 0.58290 0.19111  0.23
H: 0.60114 -1.57238 0.14421  0.20
H: 2.58917 0.02744 0.03549  0.22
H: 1.27602 1.33956 -0.14967  0.21

Gap between HOMO and LUMO = 11.0 eV
Spin multiplicity = 1
E_HOMO = -0.366 Ha
Net charge = 0
LUMO = 1.06 eV
SMILES = C#CC=C

---

(x)
The following is a DFT calculation (ωB97M-V with the def2-TZVPD basis set) of an isolated molecule of C4H4.

Last column: natural (NBO) charge in e.
Element x y z (Å)
C: 0.27908 -1.87790 -0.70249  -0.24
C: -0.08307 -0.81473 -0.29341  -0.05
C: -0.65109 0.36468 0.29080  -0.28
C: 0.33526 1.43938 0.50592  -0.33
H: 0.49501 -2.83221 -1.11522  0.24
H: -1.76458 0.24913 0.15775  0.25
H: -0.00975 2.37519 0.76921  0.20
H: 1.39914 1.09646 0.38744  0.22

Gap between HOMO and LUMO = 9.4 eV
Spin multiplicity = 1
E_HOMO = -0.329 Ha
Net charge = 0
LUMO = 0.46 eV
SMILES = C#CC=C

---

Order of stability, best first: (x), (w)

---

(w)
The following is a DFT calculation (ωB97M-V with the def2-TZVPD basis set) of a cluster of 2 separate species, C3H3NO in total.

Last column: natural (NBO) charge in e.
Element x y z (Å)
C: -0.54732 -1.39469 0.11832  -0.78
C: -1.19667 -0.25717 0.11337  0.72
O: -1.75056 0.77457 0.10026  -0.48
H: 0.39885 -1.44426 -0.40780  0.28
H: -0.93406 -2.24392 0.66440  0.27
C: 1.33093 1.54719 -0.18938  0.07
N: 2.12735 0.76011 -0.46809  -0.32
H: 0.57149 2.25816 0.06893  0.24

Gap between HOMO and LUMO = 10.3 eV
Spin multiplicity = 1
E_HOMO = -0.349 Ha
Net charge = 0
LUMO = 0.84 eV
SMILES = C=C=O.C#N

---

(x)
The following is a DFT calculation (ωB97M-V with the def2-TZVPD basis set) of an isolated molecule of C3H3NO.

Last column: natural (NBO) charge in e.
Element x y z (Å)
C: 0.25442 0.90314 0.11824  -0.48
C: -0.99320 0.04541 0.30055  -0.04
N: -0.74808 -1.24019 0.17336  -0.12
O: 0.61100 -1.32218 0.01825  -0.27
C: 1.16802 -0.10344 -0.09306  0.16
H: -0.50083 1.39867 -0.71184  0.30
H: -2.03888 0.40720 0.38184  0.22
H: 2.24755 -0.08859 -0.18735  0.22

Gap between HOMO and LUMO = 10.3 eV
Spin multiplicity = 1
E_HOMO = -0.363 Ha
Net charge = 0
LUMO = 0.39 eV
SMILES = c1cnoc1

---

(y)
The following is a DFT calculation (ωB97M-V with the def2-TZVPD basis set) of a structure of composition C3H3NO.

Last column: natural (NBO) charge in e.
Element x y z (Å)
N: 0.80722 0.19203 -1.29218  -0.81
C: 0.28427 0.48834 -0.13594  0.54
O: 0.63130 1.68561 0.16027  -0.64
C: -0.54171 -0.34551 0.70063  -0.11
C: -1.22554 -1.06734 1.37797  -0.12
H: 0.69409 -0.68789 -1.77977  0.40
H: 1.18430 1.44163 -1.01249  0.49
H: -1.83392 -1.70687 1.98151  0.24

Gap between HOMO and LUMO = 10.7 eV
Spin multiplicity = 1
E_HOMO = -0.374 Ha
Net charge = 0
LUMO = 0.55 eV

---

(z)
The following is a DFT calculation (ωB97M-V with the def2-TZVPD basis set) of a cluster of 2 separate species, C3H3NO in total.

Last column: natural (NBO) charge in e.
Element x y z (Å)
C: -0.29691 -0.84798 -0.10671  -0.76
C: -1.31078 -0.02802 0.07564  0.72
O: -2.10507 0.70804 0.50476  -0.44
H: 0.10632 -1.16798 -1.05137  0.28
H: -0.03146 -1.38942 0.79271  0.29
C: 1.13526 0.82172 -0.07560  0.05
N: 2.11007 0.52423 0.47542  -0.35
H: 0.39257 1.37942 -0.61484  0.21

Gap between HOMO and LUMO = 9.4 eV
Spin multiplicity = 1
E_HOMO = -0.335 Ha
Net charge = 0
LUMO = 0.25 eV
SMILES = C=C=O.C#N

---

Order of stability, best first: (w), (z), (y), (x)